Here is a molecular structure, C31H69BrClF5O11P from the OMol25 dataset. Energies are from ωB97M-V with the def2-TZVPD basis set.

Properties
E   -161229.1394 eV
Total charge   -1

Atoms and positions in Å:
C1 -5.366523 -4.168820 -0.957408
C2 -4.799450 -3.219789 -2.034198
C3 -3.269474 -3.071619 -1.925461
Cl1 -2.534708 -4.727991 -2.058960
P1 -2.661784 -1.944289 -3.401500
C4 -2.171127 -0.445003 -2.286833
F1 -2.128438 0.678525 -3.072406
F2 -3.195630 -0.203091 -1.392125
C5 -0.856857 -0.505526 -1.513835
C6 -0.414837 -1.568526 -0.734769
C7 0.780560 -1.533528 -0.042210
C8 1.590804 -0.398668 -0.089014
C9 1.162873 0.654199 -0.878602
C10 2.022936 1.900151 -0.926963
F3 3.315179 1.590833 -0.686769
F4 1.997436 2.473352 -2.140101
F5 1.599681 2.790295 -0.008172
C11 -0.036921 0.613735 -1.576111
O1 -1.072220 -2.540769 -3.578607
C12 -1.056717 -2.981905 -4.916227
C13 -1.781457 -1.863876 -5.757708
Br1 -0.236208 -0.652293 -6.332902
O2 -2.512849 -1.044238 -4.937157
H1 -4.823883 -4.101619 -0.018661
H2 -5.286081 -5.179870 -1.362722
H3 -6.431241 -3.975646 -0.792818
H4 -5.043442 -3.568221 -3.039522
H5 -5.178032 -2.211331 -1.854687
H6 -3.080679 -2.641524 -0.938294
H7 -4.002890 -1.404069 -3.349449
H8 -3.179972 -2.999473 -4.226852
H9 -0.998823 -2.475353 -0.653365
H10 1.099790 -2.358757 0.579376
H11 2.502477 -0.377683 0.491821
H12 -0.294235 1.483768 -2.164241
H13 -1.496619 -3.975720 -5.063449
H14 -0.013790 -3.109786 -5.214232
H15 -2.307075 -2.217125 -6.642552
C14 5.868468 3.156976 -2.223874
C15 5.341378 4.348663 -3.000343
O3 4.658617 3.942407 -4.180918
H16 6.547634 2.567018 -2.842217
H17 6.403452 3.482049 -1.329429
H18 5.045818 2.502505 -1.929130
H19 6.161374 4.996053 -3.315939
H20 4.658198 4.937559 -2.377660
H21 3.922285 3.380855 -3.914835
C16 -2.956581 -4.004004 3.176709
C17 -2.652451 -3.720495 1.716318
O4 -1.255829 -3.569330 1.497515
H22 -2.579040 -3.197109 3.806931
H23 -4.031241 -4.105968 3.340243
H24 -2.466961 -4.926552 3.500794
H25 -3.125752 -2.790480 1.402368
H26 -3.025649 -4.527834 1.080680
H27 -0.830967 -4.391969 1.758578
C18 1.134801 2.113593 3.603275
C19 0.429364 0.835493 3.187779
O5 0.822253 -0.256143 4.025495
H28 2.217651 1.985092 3.549740
H29 0.848249 2.949269 2.965249
H30 0.889912 2.365589 4.638200
H31 0.685591 0.563325 2.165531
H32 -0.657043 0.957643 3.246338
H33 0.584312 -0.023982 4.928512
C20 3.413665 -4.570006 2.984307
C21 4.190778 -3.318700 2.616580
O6 3.320206 -2.212616 2.411041
H34 2.696930 -4.814584 2.199542
H35 4.082758 -5.420818 3.127288
H36 2.846829 -4.415042 3.905644
H37 4.738719 -3.470005 1.687356
H38 4.911092 -3.069725 3.404597
H39 2.842038 -2.065067 3.234786
C22 1.764550 4.317636 8.765913
C23 1.806605 3.227708 7.710412
O7 0.517517 2.998556 7.149147
H40 1.068250 4.049470 9.561518
H41 2.751682 4.479559 9.202228
H42 1.417814 5.259389 8.333956
H43 2.134226 2.285556 8.147677
H44 2.503909 3.496810 6.909828
H45 0.223453 3.822277 6.747542
C24 4.807621 4.467342 1.331904
C25 3.955543 4.475347 2.581956
O8 2.616174 4.825366 2.262165
H46 4.796074 5.442424 0.850466
H47 5.841729 4.201721 1.554112
H48 4.411606 3.746060 0.612232
H49 4.324076 5.205747 3.302980
H50 3.964874 3.488370 3.060597
H51 2.304618 4.169999 1.630828
C26 -6.834487 -3.329356 -7.434479
C27 -6.504983 -3.325778 -5.951014
O9 -5.104082 -3.328393 -5.728242
H52 -6.395405 -4.203171 -7.918167
H53 -7.914416 -3.341521 -7.599067
H54 -6.419090 -2.444434 -7.922515
H55 -6.904496 -4.218880 -5.470321
H56 -6.944384 -2.447435 -5.463831
H57 -4.732871 -2.533736 -6.127366
C28 -7.973736 -0.668467 0.178163
C29 -8.924429 -1.741003 -0.319037
O10 -8.966580 -2.835424 0.596340
H58 -6.971674 -1.080041 0.302337
H59 -7.926078 0.168879 -0.519734
H60 -8.292270 -0.290916 1.153836
H61 -8.591584 -2.129245 -1.280366
H62 -9.937793 -1.341170 -0.439532
H63 -9.267610 -2.491987 1.442393
C30 9.523560 6.113455 0.132595
C31 8.324167 5.187911 0.228264
O11 7.113345 5.873132 -0.075470
H64 9.406939 6.957623 0.813318
H65 10.446771 5.586734 0.380349
H66 9.616849 6.520386 -0.877146
H67 8.222856 4.798768 1.240744
H68 8.440061 4.340489 -0.456189
H69 7.185346 6.215124 -0.972444

Forces on the atoms, in the same order (eV/Å):
C -0.31 -0.09 -1.08
C 0.72 -0.05 0.98
C -0.30 0.56 -0.29
Cl 0.12 0.20 0.32
P -2.93 -0.82 0.58
C 1.15 -0.47 -0.27
F -0.21 0.17 0.12
F -0.07 -0.20 0.14
C 0.19 0.77 0.00
C -0.50 -0.65 -0.09
C 0.38 0.58 0.19
C -0.50 -0.60 -0.09
C 0.52 0.36 0.14
C -0.71 -1.91 -0.47
F -0.02 0.55 0.39
F 0.00 0.61 0.10
F 0.45 0.59 0.01
C 0.40 0.31 0.09
O -0.54 0.25 -0.59
C 0.69 -0.04 -0.31
C 0.87 0.86 1.49
Br 0.03 -0.05 -0.73
O 0.65 -1.27 -0.69
H -0.05 0.03 0.06
H 0.05 -0.12 0.42
H 0.08 0.02 0.13
H -0.17 0.21 -0.02
H -0.16 -0.05 -0.25
H 0.34 -0.46 0.06
H 0.25 0.36 -0.04
H 0.16 -0.19 0.22
H -0.03 0.06 -0.10
H -0.16 -0.09 -0.06
H 0.08 0.08 -0.10
H -0.19 -0.17 -0.08
H -0.45 0.20 0.19
H -0.07 0.33 -0.09
H 0.25 0.18 -0.22
C 0.08 -0.07 -0.06
C -0.30 -0.25 0.08
O 0.16 0.11 -0.07
H 0.02 0.06 -0.04
H -0.09 -0.02 0.05
H 0.09 0.09 0.07
H -0.05 0.02 -0.11
H 0.13 0.06 0.10
H -0.01 0.00 -0.02
C 0.02 0.08 0.04
C 0.12 -0.28 0.14
O 0.04 0.11 0.12
H -0.03 0.03 -0.03
H 0.01 -0.03 0.00
H -0.07 -0.04 -0.03
H 0.09 0.03 -0.05
H -0.12 0.05 -0.03
H 0.02 -0.01 -0.07
C -0.02 -0.08 -0.01
C 0.04 0.11 0.28
O 0.10 -0.15 -0.10
H -0.01 -0.02 -0.09
H -0.01 0.01 0.03
H -0.05 0.04 -0.02
H -0.03 -0.12 0.07
H 0.00 0.04 -0.11
H 0.00 0.01 0.00
C -0.02 -0.03 -0.04
C -0.27 0.09 0.20
O 0.17 -0.09 -0.06
H 0.05 0.00 -0.04
H -0.02 -0.01 0.02
H 0.06 -0.01 0.04
H -0.01 0.09 -0.03
H 0.10 -0.10 -0.05
H -0.19 0.20 -0.09
C -0.04 -0.03 0.05
C -0.12 0.30 -0.13
O 0.02 -0.15 0.12
H 0.04 -0.04 0.01
H -0.01 0.03 -0.01
H 0.09 0.02 -0.03
H -0.07 -0.05 -0.06
H 0.11 -0.06 0.07
H -0.02 -0.03 -0.04
C -0.02 -0.05 -0.01
C -0.10 -0.24 -0.26
O -0.03 0.21 0.25
H 0.06 0.04 0.08
H 0.00 -0.01 -0.03
H 0.07 -0.08 0.05
H -0.11 0.05 0.00
H 0.13 0.04 0.08
H -0.10 0.00 -0.10
C -0.03 -0.06 -0.02
C 0.24 0.30 -0.17
O -0.25 -0.30 -0.18
H -0.03 -0.03 0.04
H 0.01 0.02 -0.02
H -0.06 0.04 0.03
H 0.07 0.00 0.06
H -0.14 -0.07 0.01
H 0.08 0.09 0.25
C 0.04 0.01 -0.05
C 0.01 0.14 0.44
O -0.04 -0.16 -0.22
H 0.01 0.00 -0.09
H 0.03 0.01 0.03
H -0.07 0.05 -0.05
H -0.01 -0.14 0.06
H 0.05 0.07 -0.15
H 0.03 -0.01 0.02
C -0.01 0.04 0.06
C 0.02 0.20 -0.33
O 0.13 0.02 0.07
H 0.00 -0.04 0.04
H 0.01 0.01 -0.03
H 0.04 -0.07 -0.02
H -0.10 0.00 -0.01
H 0.09 -0.08 0.10
H -0.03 0.00 -0.01

***

Here is 5 unconnected molecules or ions with the total composition C31H69N3O5 from the OMol25 dataset. Energies are from ωB97M-V with the def2-TZVPD basis set.

Properties
ΔE to the lowest compared entry with this formula, charge and spin   72.1 kcal per mole
SMILES   CC1(C)CCCC(C)(C)N1O.CC1(C)CCCC(C)(C)N1O.CC1(C)CCCC(C)(C)N1O.CCO.CCO

Atoms and positions in Å:
C1 0.323450 2.493800 -16.063800
C2 -1.055120 2.379060 -15.416100
C3 -1.613130 0.880460 -15.530360
C4 -0.967310 2.609470 -13.842770
C5 -0.774480 4.072630 -13.486730
C6 -1.935250 4.855820 -14.180190
C7 -2.071230 4.686300 -15.688480
C8 -3.459370 5.270780 -16.017390
C9 -1.056230 5.394920 -16.586790
N1 -2.095050 3.240650 -16.000500
O1 -2.327640 2.942880 -17.341050
H1 0.849610 1.542770 -15.981310
H2 0.287270 2.778800 -17.115260
H3 1.120830 3.108430 -15.646070
H4 -1.360500 0.515460 -16.525880
H5 -1.296330 0.249390 -14.700010
H6 -2.694410 0.826330 -15.403860
H7 -1.837460 2.243030 -13.298110
H8 -0.089500 2.087320 -13.462100
H9 -0.712770 4.265300 -12.415670
H10 0.162620 4.365770 -13.960030
H11 -1.825150 5.833780 -13.711600
H12 -2.850680 4.550610 -13.673300
H13 -4.256970 4.689280 -15.555020
H14 -3.643250 5.381830 -17.086010
H15 -3.638320 6.279900 -15.646250
H16 -1.080870 5.127420 -17.643160
H17 -0.028950 5.255580 -16.250090
H18 -1.163450 6.476290 -16.501630
H19 -3.045910 2.320100 -17.207480
C10 -0.389150 7.769400 -11.416710
C11 1.098480 8.168870 -11.136020
C12 1.227530 8.913360 -9.770060
C13 1.886090 6.770970 -10.851820
C14 2.228260 6.095740 -12.154010
C15 3.067560 7.049820 -13.074860
C16 2.220630 8.323640 -13.453540
C17 3.228240 9.319910 -14.183150
C18 1.196140 7.919490 -14.522830
N2 1.734720 8.967360 -12.202890
O2 1.127240 10.213040 -12.466940
H20 -0.461020 6.759090 -11.819440
H21 -1.055420 7.796400 -10.554480
H22 -0.905570 8.437320 -12.106130
H23 0.923240 9.942270 -9.962030
H24 0.687030 8.430370 -8.956000
H25 2.246190 9.157530 -9.468730
H26 2.708530 6.841260 -10.139960
H27 1.228030 6.050940 -10.365400
H28 2.719570 5.160840 -11.884450
H29 1.382510 5.677560 -12.699830
H30 3.481510 6.462150 -13.894240
H31 3.990460 7.299750 -12.551520
H32 2.746660 10.210590 -14.586730
H33 3.856650 8.879250 -14.957120
H34 3.965230 9.601890 -13.431200
H35 0.691810 6.981640 -14.290040
H36 1.629650 7.698050 -15.498090
H37 0.405950 8.630420 -14.764220
H38 1.750210 10.841180 -12.094180
C19 -5.338190 6.435010 -12.621360
C20 -5.593190 6.487870 -11.079610
C21 -4.386000 6.906960 -10.341140
C22 -6.772650 7.595170 -10.878260
C23 -7.499740 7.490750 -9.559880
C24 -8.010070 6.087290 -9.397570
C25 -6.896300 4.990700 -9.443500
C26 -6.015370 5.004210 -8.239870
C27 -7.735920 3.675890 -9.715750
N3 -6.102710 5.135720 -10.710880
O3 -5.233650 4.130220 -10.994700
H39 -6.246250 6.026800 -13.065060
H40 -5.164370 7.419530 -13.055650
H41 -4.543000 5.753820 -12.924260
H42 -3.698180 7.511420 -10.932440
H43 -4.730490 7.462200 -9.468710
H44 -3.748590 6.039900 -10.167870
H45 -6.288030 8.559780 -11.029130
H46 -7.520660 7.711420 -11.662520
H47 -6.723200 7.728940 -8.833010
H48 -8.320940 8.205860 -9.511350
H49 -8.788200 5.982300 -10.153600
H50 -8.508760 5.961390 -8.436550
H51 -5.074060 4.474300 -8.385550
H52 -6.523650 4.551470 -7.388540
H53 -5.638910 6.002660 -8.017430
H54 -8.316550 3.708960 -10.637640
H55 -8.551820 3.586090 -8.998580
H56 -7.118580 2.780830 -9.792180
H57 -5.701630 3.609790 -11.651770
C28 0.628540 10.391790 -17.294880
C29 0.216470 11.433030 -18.286030
O4 -1.193900 11.415300 -18.339580
H58 1.717910 10.408150 -17.261790
H59 0.263770 9.401550 -17.567770
H60 0.264660 10.521120 -16.275580
H61 0.573390 11.210850 -19.291690
H62 0.565150 12.443160 -18.071210
H63 -1.565990 11.532570 -19.216730
C30 -3.132330 8.959130 -14.119750
C31 -2.761630 9.909490 -15.237750
O5 -2.468650 9.150450 -16.399580
H64 -4.202950 8.922050 -14.320990
H65 -2.928480 9.340170 -13.119080
H66 -2.794420 7.940370 -14.309640
H67 -1.827310 10.446070 -15.072690
H68 -3.615590 10.576840 -15.353930
H69 -1.856100 9.629840 -16.962230

Forces on the atoms, in the same order (eV/Å):
C 1.01 -0.62 -0.33
C -0.90 -1.06 1.64
C 0.26 1.18 -0.28
C 0.49 0.54 -0.43
C -0.72 -0.15 -1.90
C 1.25 -0.44 2.25
C -0.76 0.43 -1.24
C -0.55 0.18 -0.28
C 1.02 0.94 0.79
N 0.01 0.20 2.82
O 0.14 0.03 -0.31
H -0.31 -0.48 -0.34
H -0.29 -0.23 -0.05
H -0.66 0.82 0.58
H 0.08 -0.49 0.23
H 0.80 -0.05 -0.34
H -0.20 0.55 -0.24
H -0.22 -0.25 -0.36
H -0.02 -0.52 -0.20
H -0.14 -0.03 -0.02
H 0.21 0.34 0.18
H -0.04 0.87 -1.27
H -0.28 -0.54 -0.35
H 0.04 -0.36 -0.16
H 0.07 -0.44 -0.10
H 0.62 0.15 0.27
H -0.42 -0.22 0.16
H 0.14 -0.41 0.08
H -0.38 0.18 -0.14
H -0.26 -0.07 -0.67
C -0.10 0.41 -0.19
C 0.06 -1.50 1.78
C 0.05 1.28 -1.29
C -1.44 0.79 -1.13
C 1.28 0.04 -0.59
C -0.76 -0.72 1.20
C 1.57 0.05 -1.48
C -0.09 -0.31 1.33
C -0.91 -0.61 -0.13
N 1.54 -1.34 -0.10
O -0.64 -0.50 0.04
H 0.08 0.00 -0.17
H 0.41 -0.09 0.47
H 0.38 0.15 -0.31
H -1.05 0.05 0.40
H -0.06 0.14 -0.20
H 0.42 -0.95 -0.09
H 0.38 0.55 -0.48
H -0.61 0.47 0.35
H 0.79 0.03 -0.23
H -0.45 0.64 0.08
H -0.63 0.36 -0.71
H -0.14 0.56 0.41
H -0.11 -0.09 0.10
H -0.54 -0.48 -0.21
H -0.06 0.43 0.19
H -0.22 -0.02 0.36
H 0.63 0.17 0.08
H 0.05 0.36 0.47
H 0.08 0.12 0.01
C -0.58 -0.30 0.45
C -2.28 -0.05 -2.27
C 1.16 0.24 0.27
C 0.86 -0.33 -0.79
C 1.18 0.18 0.00
C 0.52 -0.05 0.43
C -1.23 -0.92 -2.91
C 0.59 -0.30 0.77
C 0.26 0.33 0.55
N -2.72 3.18 0.21
O 1.26 -1.02 0.38
H -0.12 0.08 -0.13
H 0.12 -0.01 0.21
H 0.24 0.17 0.28
H -0.38 0.59 -0.14
H 0.80 -0.21 0.39
H -0.22 -0.17 0.75
H 0.46 0.17 0.57
H 0.00 -1.18 -0.53
H -0.44 0.14 0.69
H 0.14 0.13 0.17
H 0.17 -0.63 -0.23
H -0.05 0.02 0.16
H -0.21 -0.53 -0.29
H 0.07 0.25 0.24
H -0.53 0.18 0.25
H 0.46 0.57 -0.39
H 0.39 -0.35 0.62
H -0.04 -0.05 0.48
H 0.11 -0.17 -0.18
C 0.72 -0.21 0.27
C -0.61 0.06 -0.84
O -1.21 0.02 0.48
H 0.10 -0.38 0.19
H 0.23 -0.05 -0.38
H -0.06 0.59 -0.02
H 0.46 -0.27 0.03
H 0.12 0.03 0.40
H 0.34 0.09 -0.04
C -1.06 0.04 -0.82
C 1.70 -0.09 -0.11
O -0.66 -0.69 -0.39
H -0.32 -0.48 0.92
H -0.02 -0.15 -0.09
H 0.53 0.18 0.29
H -0.25 0.58 0.68
H 0.26 0.40 -0.43
H -0.17 0.36 -0.12

***

Question: Number 1 is which compound?
Answer: C31H69BrClF5O11P